# 1
{"formula": "C2H3NOS", "method": "ωB97M-V with the def2-TZVPD basis set", "de_lowest_ev": 1.341, "charge": 0, "homo_lumo_gap_ev": 9.8, "symbols": ["C", "C", "N", "O", "S", "H", "H", "H"], "coordinates": [[1.051, 0.000, 0.159], [-0.819, -0.480, -0.002], [-0.083, 0.767, 0.172], [0.331, -1.232, 0.196], [2.623, 0.278, 0.130], [-1.493, -0.489, 0.852], [-1.322, -0.404, -1.075], [-0.287, 1.560, -0.432]], "forces_ev_per_angstrom": [[0.2, -0.5, 0.1], [-2.7, 2.2, -1.1], [0.0, 0.0, -0.6], [1.3, 0.8, -0.4], [0.3, -0.1, 0.0], [-0.6, -1.0, -0.4], [0.9, -1.2, 2.2], [0.7, -0.1, 0.3]]}


# 2
{"formula": "C9H14O", "method": "ωB97M-V with the def2-TZVPD basis set", "de_lowest_ev": 2.016, "charge": 0, "smiles": "Cc1ccc(O)cc1.CC", "homo_lumo_gap_ev": 9.5, "symbols": ["C", "C", "C", "C", "C", "O", "C", "C", "H", "H", "H", "H", "H", "H", "H", "H", "C", "C", "H", "H", "H", "H", "H", "H"], "coordinates": [[-1.348, -2.196, 0.718], [-0.005, -1.407, 0.484], [0.433, -1.647, -0.873], [1.582, -1.107, -1.401], [2.420, -0.535, -0.466], [3.504, 0.250, -0.815], [2.123, -0.408, 0.883], [0.858, -0.994, 1.377], [-0.977, -3.153, 0.639], [-2.170, -1.814, 0.082], [-1.807, -2.051, 1.773], [-0.175, -2.179, -1.624], [1.858, -1.231, -2.482], [4.206, -0.256, -1.338], [2.851, 0.124, 1.480], [0.484, -0.768, 2.381], [-2.136, 2.160, 0.444], [-1.248, 2.634, -0.664], [-1.786, 2.080, 1.380], [-2.952, 2.975, 0.520], [-2.648, 1.270, 0.209], [-1.805, 2.405, -1.519], [-0.269, 2.168, -0.585], [-0.990, 3.681, -0.603]], "forces_ev_per_angstrom": [[-0.5, 4.1, 2.6], [-2.9, -3.8, -3.9], [-0.5, 0.7, -0.8], [-0.1, -1.2, -0.4], [1.0, 1.9, 1.4], [2.0, -1.0, -1.5], [-2.0, -1.7, 0.0], [3.2, 3.8, 1.5], [-0.4, -2.5, -0.5], [0.7, -0.8, -0.2], [1.1, -0.3, -1.4], [-0.2, 0.3, 0.9], [-0.3, 0.3, 1.3], [-1.6, 0.9, 1.0], [-0.3, -0.1, 0.2], [0.6, -0.4, -0.1], [-3.1, 3.1, -2.0], [1.4, -0.2, 1.6], [1.9, -0.3, 3.3], [0.8, -1.3, 0.1], [-0.5, -1.2, -0.4], [-0.1, -0.1, -1.9], [0.0, -0.6, -0.6], [-0.4, 0.5, 0.0]]}


# 3
{"formula": "C2H3NO2", "method": "ωB97M-V with the def2-TZVPD basis set", "de_lowest_ev": 6.262, "charge": 0, "homo_lumo_gap_ev": [5.8, 5.8], "symbols": ["C", "C", "N", "O", "O", "H", "H", "H"], "coordinates": [[-1.077, 1.196, -0.036], [-0.481, 0.347, -1.122], [-3.609, -0.991, -0.178], [-1.016, 2.005, 0.881], [-3.082, -0.086, 0.355], [-1.256, 0.092, -1.866], [0.396, 0.844, -1.746], [-0.052, -0.481, -0.748]], "forces_ev_per_angstrom": [[-1.0, 1.5, 3.7], [0.2, 4.7, -2.7], [1.0, 0.8, -0.1], [0.3, -3.6, -4.7], [0.0, 0.1, 0.1], [0.1, 0.0, 0.6], [-1.7, -0.5, 1.3], [1.1, -3.1, 1.8]]}


- What is the formula in the second record?
  C9H14O


- What is the formula in the first record?
  C2H3NOS


Copy entry 2 word for word.
{"formula": "C9H14O", "method": "ωB97M-V with the def2-TZVPD basis set", "de_lowest_ev": 2.016, "charge": 0, "smiles": "Cc1ccc(O)cc1.CC", "homo_lumo_gap_ev": 9.5, "symbols": ["C", "C", "C", "C", "C", "O", "C", "C", "H", "H", "H", "H", "H", "H", "H", "H", "C", "C", "H", "H", "H", "H", "H", "H"], "coordinates": [[-1.348, -2.196, 0.718], [-0.005, -1.407, 0.484], [0.433, -1.647, -0.873], [1.582, -1.107, -1.401], [2.420, -0.535, -0.466], [3.504, 0.250, -0.815], [2.123, -0.408, 0.883], [0.858, -0.994, 1.377], [-0.977, -3.153, 0.639], [-2.170, -1.814, 0.082], [-1.807, -2.051, 1.773], [-0.175, -2.179, -1.624], [1.858, -1.231, -2.482], [4.206, -0.256, -1.338], [2.851, 0.124, 1.480], [0.484, -0.768, 2.381], [-2.136, 2.160, 0.444], [-1.248, 2.634, -0.664], [-1.786, 2.080, 1.380], [-2.952, 2.975, 0.520], [-2.648, 1.270, 0.209], [-1.805, 2.405, -1.519], [-0.269, 2.168, -0.585], [-0.990, 3.681, -0.603]], "forces_ev_per_angstrom": [[-0.5, 4.1, 2.6], [-2.9, -3.8, -3.9], [-0.5, 0.7, -0.8], [-0.1, -1.2, -0.4], [1.0, 1.9, 1.4], [2.0, -1.0, -1.5], [-2.0, -1.7, 0.0], [3.2, 3.8, 1.5], [-0.4, -2.5, -0.5], [0.7, -0.8, -0.2], [1.1, -0.3, -1.4], [-0.2, 0.3, 0.9], [-0.3, 0.3, 1.3], [-1.6, 0.9, 1.0], [-0.3, -0.1, 0.2], [0.6, -0.4, -0.1], [-3.1, 3.1, -2.0], [1.4, -0.2, 1.6], [1.9, -0.3, 3.3], [0.8, -1.3, 0.1], [-0.5, -1.2, -0.4], [-0.1, -0.1, -1.9], [0.0, -0.6, -0.6], [-0.4, 0.5, 0.0]]}